This record from the OMol25 dataset describes C18H56AlN16O11S as an isolated structure. The level of theory is ωB97M-V/def2-TZVPD.

Structure (XYZ):
```
103
Properties=species:S:1:pos:R:3:lowdin_charge:R:1
C 0.05508 -0.10074 0.45552 -0.113
C -0.75141 0.88039 -0.41264 -0.313
C -1.77261 1.70880 0.38208 -0.389
C -2.62565 2.51541 -0.60245 -0.179
Al -0.92214 2.95172 1.77099 0.285
C -1.11802 2.11447 3.60566 -0.186
C -1.94720 4.68717 1.82936 -0.181
C 0.99959 3.33519 1.20185 -0.219
C 1.82787 4.17583 2.17771 -0.295
C 2.24795 3.41125 3.43865 -0.223
C 3.37067 2.42318 3.09307 -0.251
S 3.39735 1.02369 4.16782 0.595
O 2.43980 0.04816 3.76856 -0.258
O 3.50067 1.44274 5.53226 -0.283
O 4.87857 0.41102 3.85092 -0.201
H 1.10036 0.19732 0.57366 0.047
H 0.04908 -1.10663 0.02745 0.048
H -0.37326 -0.17127 1.45828 0.062
H -0.06811 1.56582 -0.93283 0.091
H -1.26261 0.30822 -1.19878 0.073
H -2.43447 0.99028 0.89144 0.088
H -3.47110 3.00809 -0.11329 0.055
H -2.03397 3.31002 -1.07490 0.061
H -3.03098 1.89807 -1.42185 0.055
H -2.19904 2.06313 3.79871 -0.014
H -0.73111 1.09085 3.68133 -0.018
H -0.69415 2.68716 4.44146 -0.022
H -2.09160 5.17819 0.86092 -0.013
H -1.51483 5.42321 2.51696 -0.028
H -2.94595 4.43669 2.21647 -0.013
H 1.54582 2.42258 0.92231 0.026
H 0.90623 3.90669 0.26671 0.056
H 1.26140 5.06494 2.47496 0.085
H 2.75849 4.55977 1.71709 0.095
H 1.39401 2.87769 3.86021 0.084
H 2.61581 4.09811 4.20556 0.110
H 3.21843 2.03653 2.08229 0.100
H 4.35555 2.88528 3.18341 0.108
H 5.07710 0.55545 2.92034 0.074
C -2.53873 -3.29981 -1.58968 -0.684
O -2.18411 -2.14038 -1.48021 0.032
N -1.69184 -4.30944 -1.95332 0.152
N -3.83260 -3.70483 -1.38927 0.155
H -2.01469 -5.25615 -2.08196 0.052
H -0.72307 -4.08245 -2.07790 0.106
H -4.48705 -3.00620 -1.09255 0.099
H -4.09765 -4.67255 -1.42089 0.082
C 0.69071 8.29261 3.32539 -0.687
O 0.21882 7.69161 2.38840 0.056
N -0.06864 9.04090 4.19180 0.146
N 2.04072 8.29613 3.58990 0.141
H 0.28936 9.48988 5.01429 0.093
H -1.06007 9.03228 4.03501 0.110
H 2.61321 7.72349 2.99672 0.101
H 2.44968 8.73247 4.39455 0.089
C 1.61786 12.77606 3.53358 -0.685
O 0.71502 13.02170 4.31454 0.019
N 2.37753 13.76828 2.96720 0.139
N 1.95283 11.50685 3.16749 0.159
H 3.11129 13.59104 2.30900 0.086
H 2.15026 14.71249 3.21368 0.097
H 1.40091 10.74775 3.52546 0.046
H 2.70311 11.28771 2.54046 0.094
C 8.34484 -0.28521 6.13145 -0.691
O 9.36951 -0.32004 6.79319 0.008
N 7.26946 0.48525 6.45252 0.163
N 8.18395 -1.02956 4.99050 0.145
H 6.43624 0.51065 5.89218 0.071
H 7.31710 1.04108 7.28455 0.103
H 8.94192 -1.62543 4.71951 0.096
H 7.32917 -1.03475 4.46543 0.081
C -2.54696 -7.98967 -2.59069 -0.677
O -2.80123 -7.21065 -1.67129 -0.012
N -1.36289 -8.00300 -3.23729 0.180
N -3.46332 -8.91913 -2.99192 0.148
H -1.17201 -8.61169 -4.00974 0.105
H -0.70038 -7.28419 -3.01460 0.099
H -4.34286 -8.91949 -2.51123 0.102
H -3.27654 -9.62463 -3.68037 0.089
C -1.23696 -4.56145 -5.67961 -0.672
O -1.22489 -5.62265 -5.06910 0.000
N -1.11528 -4.51800 -7.04423 0.146
N -1.38507 -3.35419 -5.07386 0.174
H -1.11636 -3.67067 -7.58188 0.087
H -0.98035 -5.38565 -7.52858 0.098
H -1.49703 -3.33072 -4.07318 0.070
H -1.38759 -2.49081 -5.58265 0.100
C -3.04953 -3.89596 -10.12531 -0.689
O -1.85358 -4.11714 -10.23177 0.012
N -3.73739 -3.14504 -11.03787 0.147
N -3.78104 -4.37578 -9.07918 0.153
H -4.71626 -2.94675 -10.96167 0.091
H -3.21621 -2.77329 -11.80915 0.101
H -3.27499 -4.90841 -8.39365 0.082
H -4.75321 -4.18295 -8.93356 0.095
C -2.54691 -12.03115 -1.57096 -0.679
O -2.10566 -11.70015 -2.65929 0.010
N -3.03543 -11.13788 -0.66278 0.161
N -2.58493 -13.34317 -1.17743 0.143
H -3.39627 -11.41452 0.22983 0.095
H -3.02340 -10.16372 -0.91068 0.079
H -2.22335 -14.02233 -1.81958 0.099
H -2.92880 -13.64103 -0.28505 0.089
```

LUMO level (Eh): 0.05834
E_tot (eV): -83380.824
E_HOMO (eV): -4.0398
Total charge: -1
Multiplicity: 1
Orbital gap (Eh): 0.2068